This record from the OMol25 dataset describes a molecular structure, C29H46BrN3P2SZn at a distorted geometry. The level of theory is ωB97M-V with the def2-TZVPD basis set.

XYZ file:
```
83
Properties=species:S:1:pos:R:3:forces:R:3:mulliken_charge:R:1
N -5.319744 3.145497 -3.105239 0.01 0.30 0.19 -0.503
C -5.175475 3.423216 -1.807165 0.27 -0.41 -0.19 -0.439
C -4.174893 2.835380 -1.032654 0.39 -0.25 0.06 -0.647
C -3.219918 1.983303 -1.645500 -1.41 -1.01 -0.94 0.337
C -3.389532 1.713053 -3.029299 -0.37 0.60 0.14 -0.316
C -4.451306 2.327547 -3.703095 0.34 -0.46 0.35 -0.560
C -2.056908 1.566158 -0.912776 0.47 0.94 -0.79 -1.660
Zn -0.409296 0.041823 -0.162006 -0.25 -2.03 1.75 0.492
P 1.813948 -0.204406 -0.001771 1.99 -0.12 0.02 0.016
C -0.802964 1.299145 -1.577892 -1.46 1.53 -1.23 0.894
C 0.173087 2.425211 -1.725417 0.45 -0.25 0.97 0.118
C 1.110228 2.429992 -2.774842 -0.21 -0.05 0.18 -0.217
C 2.147013 3.360408 -2.795357 0.00 0.18 0.49 -0.558
C 2.293222 4.290475 -1.745950 -1.67 -1.05 -0.24 -0.275
C 1.258234 4.390469 -0.800580 -0.11 -0.28 -0.11 -0.573
C 0.200952 3.474809 -0.787675 0.49 0.16 -0.42 -0.350
Br 3.758220 5.388990 -1.628934 0.72 0.57 -0.04 -0.062
H -2.138903 1.681441 0.178524 0.39 0.99 -0.46 0.450
H -0.839544 0.658278 -2.472245 -0.53 0.81 -0.21 1.384
H -4.108239 3.086336 0.022128 0.06 -0.11 -0.08 0.440
H -2.716701 1.062378 -3.582607 -0.09 0.15 0.16 0.411
H -5.889787 4.114813 -1.348974 0.23 -0.27 -0.26 0.384
H -4.613035 2.134368 -4.766986 0.03 0.09 0.35 0.387
H 0.993525 1.725073 -3.607921 0.18 0.19 0.42 0.495
H -0.599634 3.596790 -0.055160 0.25 -0.09 -0.14 0.443
H 2.855186 3.354048 -3.615252 0.01 0.01 0.08 0.497
H 1.272152 5.176818 -0.055252 0.12 0.02 -0.08 0.487
P -1.123371 -2.282013 -0.328813 -0.12 -0.55 0.17 0.615
C 2.666149 1.356710 0.467441 -0.17 0.45 0.11 1.994
C 4.141573 1.616855 0.146329 0.21 -0.01 0.07 -1.707
H 2.480200 1.546758 1.534906 0.15 -0.23 -0.36 -0.256
H 2.081694 2.117959 -0.081134 0.18 -0.36 0.28 -1.132
H 4.347155 2.683212 0.344606 -0.03 -0.43 -0.09 0.400
H 4.820493 1.021096 0.774208 -0.18 0.12 -0.29 0.381
H 4.362201 1.429131 -0.914309 -0.06 0.19 0.42 0.388
C 2.641243 -0.767366 -1.541114 -0.35 0.01 -0.33 0.332
C 4.100524 -1.235925 -1.551562 0.07 -0.02 0.04 -1.326
H 2.525497 0.085276 -2.228179 -0.03 -0.16 0.09 0.155
H 1.997304 -1.565154 -1.940057 0.20 0.24 0.07 0.024
H 4.346484 -1.555854 -2.576009 -0.05 0.04 0.38 0.420
H 4.789551 -0.427643 -1.286209 -0.14 -0.42 -0.02 0.279
H 4.264193 -2.088390 -0.880948 0.00 0.19 -0.12 0.320
C 1.862171 -1.555604 1.245827 -0.50 0.08 0.32 0.539
C 2.836098 -1.635875 2.408161 0.43 -0.31 0.18 -1.668
H 1.854451 -2.503358 0.688026 -0.01 0.27 0.05 0.571
H 0.860490 -1.455296 1.707203 0.36 -0.14 -0.32 -0.560
H 2.320209 -2.182927 3.210309 0.33 0.18 -0.06 0.402
H 3.742504 -2.204928 2.167468 -0.15 0.28 0.00 0.393
H 3.128926 -0.655936 2.789739 -0.03 -0.03 0.02 0.256
C -1.127301 -3.273051 1.229574 0.04 0.27 -0.05 -0.263
C -1.737690 -4.671930 1.101371 -0.02 -0.10 0.16 -1.341
H -1.664652 -2.657190 1.968104 0.14 -0.23 -0.14 0.353
H -0.085205 -3.334690 1.573969 -0.30 -0.03 -0.12 0.378
H -2.832753 -4.630128 1.075407 0.28 -0.08 -0.07 0.306
H -1.383353 -5.199166 0.206336 -0.11 0.07 0.28 0.281
H -1.448251 -5.269171 1.977842 -0.14 0.11 -0.30 0.418
C -0.106542 -3.267725 -1.498516 0.02 0.07 0.37 -0.930
C -0.103488 -2.694056 -2.913756 0.01 -0.21 -0.23 -1.330
H -0.479602 -4.303580 -1.514007 0.16 0.32 0.04 0.632
H 0.903339 -3.287773 -1.059172 -0.21 -0.12 -0.27 0.319
H -1.045675 -2.917597 -3.427190 0.18 0.11 0.09 0.325
H 0.058925 -1.609101 -2.949632 -0.04 -0.15 0.08 0.198
H 0.700989 -3.168777 -3.482902 -0.15 0.12 -0.07 0.428
C -2.802426 -2.449606 -1.012186 0.20 -0.01 -0.20 -0.614
C -3.930107 -2.130260 -0.037497 -0.29 0.10 -0.07 -1.135
H -2.886883 -3.466552 -1.433501 -0.11 0.39 0.10 0.526
H -2.805923 -1.719786 -1.836736 -0.24 -0.36 -0.03 0.385
H -4.878825 -2.254579 -0.567962 0.05 0.13 0.17 0.442
H -3.963302 -2.799987 0.827930 0.13 0.17 -0.16 0.254
H -3.876125 -1.091702 0.321815 -0.01 -0.25 -0.04 0.190
C -0.824013 -0.955214 4.970896 -0.06 -0.23 0.10 -0.679
N 0.005609 0.149356 4.476080 0.00 -0.01 -0.62 0.245
C 1.057345 0.760591 5.146919 -0.05 0.22 -0.19 -0.245
C 1.534978 1.743385 4.343248 -0.06 -0.17 0.08 -0.628
N 0.781605 1.705272 3.181558 -0.58 -0.49 0.00 0.051
C -0.158513 0.713154 3.251923 0.96 0.78 1.03 -0.252
S -1.391097 0.319251 2.157617 -0.03 -0.10 -0.66 -0.293
H -1.881573 -0.660706 4.991631 0.37 0.00 0.01 0.346
H -0.723087 -1.836270 4.316149 0.05 0.39 0.24 0.237
H -0.496008 -1.212059 5.984704 -0.08 0.10 -0.33 0.309
H 1.365431 0.448604 6.134630 -0.09 0.07 -0.16 0.471
H 2.327174 2.467112 4.491616 -0.19 -0.23 0.00 0.465
H 0.881354 2.331767 2.387714 -0.21 -0.22 0.36 0.256
```
Forces are in eV/Å.

Output
orbital gap (alpha / beta) = 0.21605 / 0.21598 Ha
HOMO (alpha / beta) = -13.30 / -13.30 eV
energy above the lowest of the compared OMol25 structures with the same formula, charge and spin = 17.2 kcal/mol
charge = +2
LUMO (alpha / beta) = -0.2729 / -0.2729 Eh